[1]
Entry from the OMol25 dataset: a cluster of 11 separate species, C45H67BN10O in total at a distorted geometry (ωB97M-V with the def2-TZVPD basis set).

Cartesian coordinates (Å):
C (-34.80783, -7.98875, 36.00432)
C (-34.56150, -8.90026, 34.87558)
C (-33.14868, -9.48972, 35.19822)
C (-33.00805, -10.88345, 34.47929)
C (-34.17941, -11.88337, 34.72647)
C (-35.45603, -11.31748, 34.23689)
N (-35.70527, -9.97523, 34.81198)
O (-36.77882, -9.54913, 35.21575)
C (-36.57564, -12.24797, 34.79131)
C (-35.65624, -11.30330, 32.63040)
C (-34.46686, -8.18680, 33.38929)
H (-33.86467, -7.47064, 36.19596)
H (-35.12444, -8.49587, 36.94153)
H (-35.71210, -7.33394, 35.67906)
H (-32.95604, -9.48540, 36.29578)
H (-32.32959, -8.78992, 34.91851)
H (-32.11661, -11.43512, 34.83907)
H (-32.90933, -10.64495, 33.47096)
H (-34.28899, -12.14474, 35.80230)
H (-33.59050, -12.76360, 34.10617)
H (-37.46895, -11.89928, 34.40120)
H (-36.57977, -12.24139, 35.96372)
H (-36.34464, -13.30815, 34.48259)
H (-34.95002, -10.63024, 32.26952)
H (-36.77300, -10.87658, 32.57390)
H (-35.54778, -12.33562, 32.43074)
H (-33.93595, -7.15816, 33.40644)
H (-35.40987, -7.98958, 32.98918)
H (-33.98637, -8.62783, 32.77844)
B (-35.40824, -11.38479, 39.12457)
H (-34.45753, -11.13299, 38.49200)
H (-36.37610, -10.70148, 38.71226)
H (-35.57813, -12.51393, 39.20422)
H (-35.11587, -11.04500, 40.36083)
N (-30.71719, -11.33238, 40.74229)
C (-31.45292, -10.27274, 41.23453)
C (-30.52394, -9.29352, 41.90858)
C (-29.14683, -10.00899, 41.83052)
C (-29.36078, -11.19740, 40.88973)
H (-30.91298, -12.03912, 40.25949)
H (-32.40463, -10.47117, 41.37151)
H (-30.87672, -8.44193, 42.49614)
H (-28.11974, -9.68452, 42.22085)
H (-28.45807, -11.75595, 40.43525)
N (-38.24926, -16.60309, 38.31986)
C (-38.98712, -16.46570, 37.17710)
C (-38.88006, -15.01971, 36.75698)
C (-37.99541, -14.30409, 37.67599)
C (-37.81352, -15.41314, 38.75570)
H (-38.26276, -17.37452, 38.93525)
H (-39.55544, -17.16178, 36.75969)
H (-39.50580, -14.68056, 35.77811)
H (-37.71868, -13.29731, 37.72805)
H (-37.12007, -15.37291, 39.65576)
N (-33.91579, -9.29920, 44.50947)
C (-34.04342, -9.17714, 43.14144)
C (-33.27868, -7.85023, 42.89822)
C (-32.48211, -7.43627, 44.10978)
C (-32.97783, -8.47822, 45.10692)
H (-34.37531, -10.11974, 44.97938)
H (-34.72798, -9.80749, 42.40971)
H (-33.37599, -7.24472, 42.02690)
H (-31.94593, -6.65063, 44.40649)
H (-32.97395, -8.46789, 46.23214)
N (-37.84106, -11.13002, 40.81246)
C (-37.82072, -10.03278, 41.70427)
C (-38.88852, -10.26035, 42.80364)
C (-39.60518, -11.51616, 42.29319)
C (-38.91932, -11.91955, 40.94870)
H (-37.10820, -11.25369, 39.93222)
H (-37.11204, -9.21424, 41.85782)
H (-38.96359, -9.70634, 43.62210)
H (-40.58120, -11.90470, 42.67429)
H (-38.98300, -12.84308, 40.39668)
N (-40.72075, -9.71475, 36.51454)
C (-41.84140, -9.69499, 35.69216)
C (-41.75360, -10.98252, 34.85469)
C (-40.50212, -11.74844, 35.30284)
C (-39.91382, -10.90538, 36.38995)
H (-40.54854, -8.85231, 37.10151)
H (-42.47223, -8.91366, 35.78888)
H (-42.63365, -11.21372, 34.00247)
H (-40.21399, -12.57588, 34.90006)
H (-38.96657, -10.88960, 37.27769)
N (-35.78060, -16.59646, 36.79162)
C (-35.27615, -17.79225, 36.45386)
C (-33.77401, -17.60799, 36.10711)
C (-33.46412, -16.12269, 36.32626)
C (-34.85076, -15.61124, 36.84037)
H (-36.74407, -16.39421, 37.04075)
H (-36.00738, -18.71619, 36.32118)
H (-33.19617, -18.33940, 35.64746)
H (-32.53473, -15.57162, 36.04023)
H (-35.11982, -14.62311, 37.15669)
N (-34.87961, -8.05730, 39.60357)
C (-33.61644, -7.74807, 39.27608)
C (-33.41774, -6.30912, 39.34222)
C (-34.73163, -5.76458, 39.53132)
C (-35.73567, -6.94971, 39.72627)
H (-35.25114, -8.95086, 39.34503)
H (-32.80672, -8.54787, 39.01976)
H (-32.49303, -5.63108, 39.20834)
H (-34.90190, -4.67796, 39.54077)
H (-36.68214, -6.83680, 39.96370)
N (-36.12411, -13.21029, 42.18875)
C (-36.58687, -14.27012, 42.93101)
C (-35.40161, -14.98300, 43.54872)
C (-34.25983, -14.25278, 43.04465)
C (-34.72553, -13.06235, 42.11666)
H (-36.82491, -12.53541, 41.81773)
H (-37.65602, -14.32096, 42.89963)
H (-35.50607, -16.06985, 44.03965)
H (-33.26175, -14.36308, 43.18823)
H (-34.10789, -12.42840, 41.44308)
N (-32.47488, -13.23198, 39.19891)
C (-31.88195, -14.15137, 40.10895)
C (-30.37799, -14.22566, 39.60730)
C (-30.19251, -13.38561, 38.36724)
C (-31.60454, -12.79192, 38.29759)
H (-33.35393, -12.83775, 39.36120)
H (-32.36039, -14.42363, 41.02920)
H (-29.69694, -14.57119, 40.23192)
H (-29.31895, -13.43851, 37.83218)
H (-31.84339, -12.11419, 37.50063)

Calculated values
Spin multiplicity ... 1
ΔE to the lowest compared entry with this formula, charge and spin ... 56.2 kcal per mole
HOMO energy ... -0.2530 Eh
Orbital gap ... 3.0 eV
LUMO energy ... -3.85 eV

Löwdin population analysis, charges in e, atoms 1 to 8: atom 1 (C): -0.05, atom 2 (C): -0.36, atom 3 (C): -0.11, atom 4 (C): -0.16, atom 5 (C): -0.13, atom 6 (C): -0.47, atom 7 (N): 0.05, atom 8 (O): 0.21

[2]
Entry from the OMol25 dataset: the molecule C5H10O2 (ωB97M-V with the def2-TZVPD basis set).

Cartesian coordinates (Å):
C (2.29892, 0.72938, 0.37671)
O (1.15696, 0.51398, -0.42972)
C (0.50108, -0.65995, -0.06980)
C (-0.28718, -0.68249, 1.20541)
C (-0.99512, -0.70513, -0.12634)
C (-1.81085, 0.47668, -0.59842)
O (-2.28109, 0.29395, -1.92232)
H (2.76003, -0.22247, 0.66959)
H (2.05001, 1.28266, 1.29218)
H (3.01859, 1.30529, -0.20664)
H (1.04701, -1.56174, -0.35605)
H (-0.27966, -1.57944, 1.81716)
H (-0.31984, 0.25129, 1.76276)
H (-1.42240, -1.65981, -0.42768)
H (-2.70887, 0.58653, 0.01708)
H (-1.21864, 1.39772, -0.50584)
H (-1.50894, 0.23353, -2.49810)

Calculated values
Spin multiplicity ... 1
ΔE to the lowest compared entry with this formula, charge and spin ... 59.7 kcal per mole
HOMO energy ... -0.3588 Eh
Orbital gap ... 10.8 eV
LUMO energy ... 1.02 eV

natural (NBO) population analysis, charges in e, atoms 1 to 8: atom 1 (C): -0.25, atom 2 (O): -0.53, atom 3 (C): 0.09, atom 4 (C): -0.46, atom 5 (C): -0.27, atom 6 (C): -0.06, atom 7 (O): -0.71, atom 8 (H): 0.17

Number 1 is which compound?
C45H67BN10O

What is the LUMO energy in the second record?
1.02 eV

What did the second record say?
Entry from the OMol25 dataset: the molecule C5H10O2 (ωB97M-V with the def2-TZVPD basis set).

Cartesian coordinates (Å):
C (2.29892, 0.72938, 0.37671)
O (1.15696, 0.51398, -0.42972)
C (0.50108, -0.65995, -0.06980)
C (-0.28718, -0.68249, 1.20541)
C (-0.99512, -0.70513, -0.12634)
C (-1.81085, 0.47668, -0.59842)
O (-2.28109, 0.29395, -1.92232)
H (2.76003, -0.22247, 0.66959)
H (2.05001, 1.28266, 1.29218)
H (3.01859, 1.30529, -0.20664)
H (1.04701, -1.56174, -0.35605)
H (-0.27966, -1.57944, 1.81716)
H (-0.31984, 0.25129, 1.76276)
H (-1.42240, -1.65981, -0.42768)
H (-2.70887, 0.58653, 0.01708)
H (-1.21864, 1.39772, -0.50584)
H (-1.50894, 0.23353, -2.49810)

Calculated values
Spin multiplicity ... 1
ΔE to the lowest compared entry with this formula, charge and spin ... 59.7 kcal per mole
HOMO energy ... -0.3588 Eh
Orbital gap ... 10.8 eV
LUMO energy ... 1.02 eV

natural (NBO) population analysis, charges in e, atoms 1 to 8: atom 1 (C): -0.25, atom 2 (O): -0.53, atom 3 (C): 0.09, atom 4 (C): -0.46, atom 5 (C): -0.27, atom 6 (C): -0.06, atom 7 (O): -0.71, atom 8 (H): 0.17

Which formula does entry 2 have?
C5H10O2